The following is a quantum chemistry calculation of a 16-piece molecular cluster, C23H49Cl30F3NO4PSi overall, from the Open Molecules 2025 dataset.

CARTESIAN COORDINATES (ANGSTROEM)
1 C 3.1209 -3.7753 5.1329
2 O 2.6213 -2.4717 5.4419
3 C 1.3481 -2.2163 4.8271
4 C 1.5721 -2.0753 3.2447
5 C 0.8205 -0.8197 2.6000
6 Si 1.1442 -0.8574 0.7023
7 C 1.4106 0.9052 -0.0433
8 C 2.7047 1.6088 0.5943
9 C 2.2259 2.9818 1.2910
10 N 3.1327 3.3916 2.4040
11 C 2.7126 -1.8820 0.2250
12 F 2.9878 -1.6814 -1.1474
13 F 3.8727 -1.4631 0.9018
14 F 2.5873 -3.2568 0.5120
15 P -0.6444 -1.7774 -0.2221
16 O -1.9515 -1.4413 0.4822
17 O -0.7634 -1.1113 -1.7978
18 O -0.4583 -3.4469 -0.3848
19 H 4.0867 -3.8872 5.7200
20 H 2.4171 -4.6204 5.4214
21 H 3.3922 -3.9318 4.0476
22 H 0.6389 -3.0590 5.1021
23 H 0.8704 -1.2676 5.2388
24 H 1.2956 -3.0492 2.7375
25 H 2.6909 -1.9022 3.1171
26 H 1.2847 0.1185 3.0263
27 H -0.2774 -0.9327 2.8458
28 H 1.6166 0.7231 -1.1402
29 H 0.4653 1.5266 0.0233
30 H 3.4558 1.9027 -0.1956
31 H 3.1429 0.9710 1.4187
32 H 2.2188 3.8081 0.5213
33 H 1.1365 2.8095 1.6203
34 H 4.0938 3.4629 2.0548
35 H 3.1306 2.6014 3.0610
36 H 0.1048 -1.1944 -2.2403
37 H 0.1096 -3.5804 -1.1752
38 C -0.6038 1.8426 -3.3146
39 Cl 0.8947 2.5054 -2.6460
40 Cl -0.2770 0.7439 -4.6621
41 H -1.1266 1.2937 -2.5332
42 H -1.2250 2.6621 -3.6691
43 C 1.6848 3.3067 -6.3228
44 Cl 2.3389 4.6420 -5.3707
45 Cl 1.0036 3.8805 -7.8514
46 H 2.4841 2.6006 -6.5358
47 H 0.9029 2.8160 -5.7512
48 C -4.6571 -3.4909 -0.6082
49 Cl -6.0947 -2.5986 -1.1156
50 Cl -3.2563 -3.0411 -1.5785
51 H -4.4500 -3.2593 0.4347
52 H -4.8412 -4.5568 -0.7200
53 C -9.0980 -1.7572 1.2287
54 Cl -9.0553 -3.3625 1.9708
55 Cl -9.6766 -0.5365 2.3701
56 H -8.0937 -1.4914 0.9063
57 H -9.7664 -1.7833 0.3710
58 C 7.1204 -1.1893 -0.4903
59 Cl 8.0878 0.2375 -0.0997
60 Cl 8.1366 -2.6239 -0.6789
61 H 6.4111 -1.3636 0.3122
62 H 6.5874 -1.0100 -1.4215
63 C -4.4358 0.7682 1.0722
64 Cl -3.5721 1.8426 -0.0348
65 Cl -6.1304 0.5807 0.5951
66 H -3.9545 -0.2080 1.0624
67 H -4.3969 1.1896 2.0743
68 C 0.1780 4.2015 4.5802
69 Cl 0.0110 2.4998 4.1291
70 Cl -0.1224 5.2572 3.1982
71 H -0.5498 4.4358 5.3743
72 H 1.1902 4.3711 4.9432
73 C 2.1005 -6.2703 1.9850
74 Cl 1.5226 -6.6519 3.6129
75 Cl 0.9322 -5.2725 1.1117
76 H 3.0409 -5.7288 2.0622
77 H 2.2531 -7.1983 1.4390
78 C -10.2626 -5.5008 -1.1026
79 Cl -9.4014 -4.4308 -2.2152
80 Cl -11.9541 -5.6958 -1.5781
81 H -9.7805 -6.4755 -1.1072
82 H -10.2239 -5.0742 -0.1028
83 C -3.6467 4.7819 5.3778
84 Cl -2.1316 5.4132 6.0399
85 Cl -3.3564 3.7005 4.0106
86 H -4.1678 4.2314 6.1581
87 H -4.2581 5.6165 5.0429
88 C 5.7839 -6.8419 3.3231
89 Cl 5.4544 -5.4883 4.4106
90 Cl 5.0313 -6.5758 1.7456
91 H 6.8592 -6.9383 3.1925
92 H 5.3816 -7.7545 3.7570
93 C 1.3131 2.6719 -11.1600
94 Cl 0.6484 3.6809 -12.4514
95 Cl 0.9165 0.9678 -11.4093
96 H 2.3947 2.7842 -11.1463
97 H 0.8961 2.9955 -10.2094
98 C 6.7284 3.4179 -2.3471
99 Cl 6.2134 3.0264 -0.7031
100 Cl 5.5167 4.3785 -3.2049
101 H 7.6540 3.9865 -2.2985
102 H 6.8932 2.4909 -2.8916
103 C -1.9967 5.9163 -14.4093
104 Cl -1.7966 6.7389 -15.9610
105 Cl -3.4642 4.9316 -14.3910
106 H -1.1369 5.2718 -14.2379
107 H -2.0619 6.6617 -13.6202
108 C -2.7870 3.4619 9.7418
109 Cl -1.5429 3.1955 8.5150
110 Cl -3.8317 4.8230 9.3143
111 H -3.3951 2.5646 9.8274
112 H -2.3045 3.6731 10.6931

Charge: 0
E_LUMO (eV): -0.049
Highest occupied orbital energy (hartree): -0.3465
HOMO-LUMO gap (eV): 9.4

---

The following is a quantum chemistry calculation of C28H23Br4Cl2N6O3SZr as an isolated structure, from the Open Molecules 2025 dataset.

CARTESIAN COORDINATES (ANGSTROEM)
1 Zr -0.3910 -0.5798 -0.2826
2 C 1.4543 5.7830 -2.9904
3 C 1.7123 4.6660 -1.9947
4 N 0.4536 4.1642 -1.4863
5 C 0.3599 3.0152 -0.7387
6 S -1.1669 2.6820 0.0175
7 N 1.4504 2.3073 -0.6874
8 N 1.3814 1.0956 -0.0196
9 C 2.4463 0.7961 0.6318
10 C 3.6248 1.7069 0.7843
11 C 2.5214 -0.5523 1.2365
12 C 3.6438 -0.9732 1.9328
13 C 3.6862 -2.2695 2.4232
14 C 2.6154 -3.1064 2.1813
15 C 1.5289 -2.6081 1.4761
16 N 1.4754 -1.3535 1.0409
17 H 2.3970 6.1874 -3.3612
18 H 0.8759 5.4181 -3.8398
19 H 0.8996 6.6040 -2.5291
20 H 2.2384 3.8372 -2.4670
21 H 2.3537 5.0236 -1.1788
22 H -0.2828 4.8255 -1.3026
23 H 3.4468 2.6326 0.2509
24 H 3.8027 1.9266 1.8391
25 H 4.5200 1.2244 0.3850
26 H 4.4731 -0.2983 2.0806
27 H 4.5506 -2.6186 2.9733
28 H 2.6060 -4.1320 2.5224
29 H 0.6766 -3.2282 1.2322
30 O -1.0059 0.7311 -2.1891
31 C -2.2539 0.5121 -2.8026
32 C -3.2979 0.1696 -1.7737
33 C -4.6506 0.2439 -2.0686
34 C -5.5665 -0.0891 -1.0894
35 C -5.1011 -0.4777 0.1560
36 C -3.7362 -0.5337 0.3646
37 N -2.8464 -0.2239 -0.5808
38 H -1.0652 1.5848 -1.6838
39 H -2.1273 -0.3118 -3.5029
40 H -2.5661 1.4007 -3.3580
41 H -4.9668 0.5669 -3.0522
42 H -6.6291 -0.0382 -1.2908
43 H -5.7764 -0.7385 0.9582
44 H -3.3401 -0.8332 1.3246
45 Br -3.0836 -4.4837 5.0635
46 C -2.3358 -3.0432 4.0942
47 C -2.0339 -1.8418 4.7139
48 Br -2.3566 -1.6069 6.5610
49 C -1.4891 -0.7865 3.9675
50 Br -1.0763 0.8949 4.7246
51 C -1.2360 -0.9164 2.6049
52 O -0.7917 0.0303 1.8307
53 C -1.5100 -2.1689 1.9827
54 O -1.2411 -2.2444 0.6884
55 C -2.0748 -3.1919 2.7198
56 Br -2.4432 -4.7923 1.7829
57 Cl -1.8963 -2.8788 -2.5441
58 C -0.2802 -3.4885 -2.7978
59 C -0.1211 -4.6498 -3.5236
60 C 1.1493 -5.1728 -3.7334
61 C 2.2400 -4.5112 -3.1856
62 C 2.0603 -3.3509 -2.4609
63 Cl 3.4657 -2.5822 -1.7557
64 C 0.7965 -2.7432 -2.2302
65 N 0.6146 -1.6273 -1.5343
66 H -0.9952 -5.1492 -3.9211
67 H 1.2844 -6.0856 -4.2971
68 H 3.2407 -4.9046 -3.3134

Charge: -1
E_LUMO (eV): 2.401
Highest occupied orbital energy (hartree): -0.1553
HOMO-LUMO gap (eV): 6.6
Energy relative to the best compared isomer or geometry (same formula, charge and spin) (kJ/mol): 33.98

---

The following is a quantum chemistry calculation of a 2-piece molecular cluster, C3H9OS overall, from the Open Molecules 2025 dataset.

CARTESIAN COORDINATES (ANGSTROEM)
1 C -1.1172 0.8136 2.1720
2 O -1.0586 -0.2291 1.1807
3 H -0.2688 0.8709 2.8373
4 H -1.3389 1.6845 1.5567
5 H -2.0004 0.6037 2.7929
6 C 0.1969 0.2689 -2.2731
7 S 1.7847 -0.6042 -1.7890
8 C 1.4524 -1.3943 -0.2916
9 H 0.1641 0.0242 -3.3416
10 H 0.2017 1.3619 -2.1778
11 H -0.5740 -0.1565 -1.6409
12 H 2.0929 -1.0161 0.4962
13 H -0.3002 -0.0234 0.6030
14 H 0.7654 -2.2039 -0.1248

Charge: -1
E_LUMO (eV): 3.847
Highest occupied orbital energy (hartree): -0.0442
HOMO-LUMO gap (eV): 5.0
Energy relative to the best compared isomer or geometry (same formula, charge and spin) (kJ/mol): 321.19

---

The following is a quantum chemistry calculation of C31H32N5S2TeZr as an isolated structure, from the Open Molecules 2025 dataset.

CARTESIAN COORDINATES (ANGSTROEM)
1 Zr 0.0899 -0.0639 0.6194
2 C 0.5813 0.7771 5.0146
3 C -0.1963 -0.4786 4.6239
4 C 0.5854 -1.7544 4.9132
5 C -0.8665 -0.4570 3.2484
6 C -1.6075 0.6650 2.8534
7 C -2.5563 0.5820 1.8389
8 C -2.7744 -0.6057 1.1296
9 C -3.8784 -0.7002 0.1261
10 C -1.9677 -1.6994 1.4515
11 C -1.0061 -1.6206 2.4676
12 H 0.7466 0.7607 6.0906
13 H 0.0472 1.7005 4.7897
14 H 1.5557 0.8213 4.5342
15 H -1.0874 -0.5037 5.2674
16 H 1.4310 -1.8798 4.2334
17 H -0.0384 -2.6479 4.8703
18 H 0.9959 -1.7103 5.9205
19 H -1.5319 1.5813 3.4231
20 H -3.1706 1.4464 1.6226
21 H -4.8190 -0.8925 0.6497
22 H -3.7296 -1.5222 -0.5735
23 H -4.0077 0.2356 -0.4190
24 H -2.1292 -2.6449 0.9497
25 H -0.4678 -2.5173 2.7504
26 N -2.3870 1.0288 -2.9194
27 C -2.3695 2.4394 -3.1601
28 C -2.6319 2.9233 -4.4275
29 C -2.5602 4.2940 -4.6441
30 C -2.1973 5.1512 -3.6152
31 C -1.9076 4.6493 -2.3517
32 C -2.0198 3.2864 -2.1275
33 S -1.8391 2.6075 -0.5154
34 N -1.2150 1.0296 -0.8958
35 C -1.6850 0.4254 -1.9667
36 C -1.3616 -1.0209 -2.1074
37 C -1.7194 -1.8049 -3.1859
38 C -1.3388 -3.1429 -3.1977
39 C -0.5981 -3.6389 -2.1387
40 C -0.2697 -2.7829 -1.1013
41 N -0.6543 -1.5052 -1.0766
42 H -2.7462 0.4692 -3.6776
43 H -2.8937 2.2547 -5.2387
44 H -2.7843 4.6864 -5.6262
45 H -2.1406 6.2161 -3.7916
46 H -1.6272 5.3162 -1.5466
47 H -2.2821 -1.4063 -4.0180
48 H -1.6129 -3.7824 -4.0261
49 H -0.2741 -4.6697 -2.1076
50 H 0.3127 -3.1387 -0.2571
51 Te 0.9637 2.4803 1.0064
52 C 2.3269 1.1958 2.0265
53 C 2.3657 -0.1467 2.3037
54 C 3.5152 -0.5711 3.0298
55 C 4.3224 0.4862 3.3179
56 S 3.6999 1.9478 2.6930
57 H 1.6244 -0.9186 2.0544
58 H 3.7105 -1.5864 3.3403
59 H 5.2486 0.4753 3.8715
60 N 4.9942 -1.0390 -3.3356
61 C 3.9799 -0.8787 -2.4924
62 C 2.9466 0.0600 -2.7366
63 C 1.9444 0.2023 -1.8272
64 N 1.8659 -0.4990 -0.6606
65 C 2.8461 -1.4134 -0.4475
66 C 3.8801 -1.6400 -1.3049
67 H 5.0826 -0.4796 -4.1685
68 H 5.7361 -1.6932 -3.1444
69 H 2.9562 0.6802 -3.6221
70 H 1.1741 0.9438 -1.9974
71 H 2.7953 -1.9808 0.4724
72 H 4.6259 -2.3813 -1.0538

Charge: +3
E_LUMO (eV): -9.563
Highest occupied orbital energy (hartree): -0.5783
HOMO-LUMO gap (eV): 6.2
Energy relative to the best compared isomer or geometry (same formula, charge and spin) (kJ/mol): 110.24

---

The following is a quantum chemistry calculation of C12H24BF4O6Pb as an isolated structure, from the Open Molecules 2025 dataset.

CARTESIAN COORDINATES (ANGSTROEM)
1 Pb -0.1724 -1.1234 -0.6434
2 C 3.2306 -1.7082 0.6960
3 C 3.2573 0.0993 0.4506
4 O 2.3973 0.3533 -0.5251
5 C 2.8849 0.6593 -1.8729
6 C 1.7490 1.3433 -2.5876
7 O 0.6372 0.4331 -2.6089
8 C -0.4737 0.8291 -3.4253
9 C -1.3993 1.7784 -2.6946
10 O -1.6782 1.1657 -1.3956
11 C -2.6714 1.6095 -0.6306
12 C -3.6799 0.1608 -0.2635
13 O -2.8712 -0.7659 0.2525
14 C -2.7933 -0.8870 1.7164
15 C -2.1089 -2.1994 2.0214
16 O -0.7291 -2.2167 1.6023
17 C 0.2293 -1.8964 2.6269
18 C 1.5540 -2.5142 2.2587
19 O 1.9642 -2.0545 0.9156
20 H 3.9326 -1.8542 1.5171
21 H 3.5858 -1.9838 -0.2978
22 H 4.3113 0.2970 0.2510
23 H 2.8667 0.3869 1.4269
24 H 3.1641 -0.2817 -2.3534
25 H 3.7491 1.3191 -1.7991
26 H 2.0664 1.5687 -3.6087
27 H 1.4814 2.2675 -2.0720
28 H -0.9973 -0.0902 -3.6940
29 H -0.1309 1.2931 -4.3524
30 H -2.3306 1.9263 -3.2452
31 H -0.9403 2.7438 -2.4796
32 H -3.3442 2.3443 -1.0728
33 H -2.3675 1.7777 0.4082
34 H -4.0076 -0.0911 -1.2715
35 H -4.4340 0.5828 0.4020
36 H -3.8089 -0.8930 2.1132
37 H -2.2378 -0.0238 2.0887
38 H -2.6078 -3.0180 1.5027
39 H -2.1779 -2.3863 3.0941
40 H -0.0776 -2.3412 3.5765
41 H 0.3031 -0.8144 2.7492
42 H 1.4919 -3.5983 2.1730
43 H 2.3222 -2.2381 2.9816
44 F -0.1125 0.4080 0.8066
45 B 0.2335 2.3212 1.3007
46 F -0.9008 2.4476 1.9831
47 F 0.2678 2.7769 0.0431
48 F 1.3733 2.0872 1.9360

Charge: +3
E_LUMO (spin up / spin down) (eV): -13.118 / -13.204
Highest occupied orbital energy (spin up / spin down) (hartree): -0.7457 / -0.7444
HOMO-LUMO gap (spin up / spin down) (eV): 7.2 / 7.1
Energy relative to the best compared isomer or geometry (same formula, charge and spin) (kJ/mol): 0.00

---

Question: charge of number 2 (C28H23Br4Cl2N6O3SZr)?
Answer: -1

---

Question: Which formula does entry 1 have?
Answer: C23H49Cl30F3NO4PSi

---

Question: Look up the charge of the second one.
Answer: -1